(1)
{
  "formula": "C12H36O6",
  "method": "wB97M-V/def2-TZVPD",
  "multiplicity": 2,
  "total_charge": -1,
  "relative_energy_kcal_mol": 25.6,
  "homo_lumo_gap_ev": [1.2, 8.5],
  "symbols": ["C", "C", "O", "H", "H", "H", "H", "H", "H", "C", "C", "O", "H", "H", "H", "H", "H", "H", "C", "C", "O", "H", "H", "H", "H", "H", "H", "C", "C", "O", "H", "H", "H", "H", "H", "H", "C", "C", "O", "H", "H", "H", "H", "H", "H", "C", "C", "O", "H", "H", "H", "H", "H", "H"],
  "coordinates": [[1.256, -0.470, -0.634], [0.486, -1.383, 0.294], [-0.816, -0.918, 0.585], [2.330, -0.470, -0.448], [0.999, 0.583, -0.526], [1.054, -0.580, -1.700], [0.924, -1.403, 1.292], [0.499, -2.392, -0.119], [-0.723, -0.178, 1.190], [0.382, -1.659, 4.846], [-1.123, -1.483, 4.494], [-1.479, -0.115, 4.539], [0.854, -1.229, 3.963], [0.619, -2.721, 4.911], [0.649, -1.162, 5.779], [-1.881, -2.078, 5.005], [-1.298, -1.807, 3.468], [-1.625, 0.278, 5.403], [-5.382, -0.198, 1.725], [-3.880, -0.340, 1.810], [-3.469, -1.603, 1.229], [-5.742, -0.350, 0.707], [-5.733, 0.818, 1.903], [-5.977, -0.861, 2.353], [-3.339, -0.308, 2.756], [-3.356, 0.345, 1.144], [-2.516, -1.569, 1.120], [0.680, 1.407, -4.043], [-0.292, 2.213, -4.882], [0.544, 3.001, -5.790], [0.143, 0.844, -3.279], [1.483, 2.042, -3.669], [1.215, 0.607, -4.555], [-0.942, 2.887, -4.324], [-1.030, 1.564, -5.353], [1.228, 2.440, -6.163], [0.602, 2.674, 3.819], [0.186, 2.317, 2.434], [-0.206, 0.929, 2.356], [1.386, 1.996, 4.155], [-0.192, 2.558, 4.557], [0.937, 3.705, 3.925], [0.983, 2.511, 1.716], [-0.607, 2.974, 2.078], [-0.719, 0.622, 3.107], [3.567, -1.179, -3.873], [3.895, -1.876, -5.188], [2.958, -1.405, -6.145], [4.291, -1.473, -3.113], [2.619, -1.421, -3.394], [3.652, -0.094, -3.933], [3.743, -2.942, -5.022], [4.911, -1.788, -5.572], [3.251, -1.863, -6.936]],
  "atomic_forces_ev_per_a": [[0.215, 1.187, -0.400], [0.135, 0.545, 0.903], [-0.877, -1.150, -1.525], [0.120, -0.453, -0.138], [-0.296, 0.088, 0.667], [0.071, -0.727, -0.045], [0.921, -0.291, -0.186], [-0.507, -0.070, 0.138], [0.334, 0.821, 0.421], [-1.519, -0.318, -0.487], [0.089, 0.009, 0.330], [0.018, 0.103, -1.800], [0.641, 0.107, 0.380], [0.176, -0.115, -0.030], [-0.016, 0.086, -0.210], [0.405, -0.099, 0.822], [0.295, 0.174, -0.311], [-0.083, -0.020, 1.205], [-0.420, 0.392, -0.137], [1.518, -1.065, -1.197], [-1.245, -0.614, 0.225], [0.383, -0.401, -0.235], [0.317, 0.164, 0.508], [0.357, -0.113, 0.212], [-0.901, 0.533, 0.576], [-0.468, 0.964, 0.179], [0.379, 0.070, -0.193], [-0.334, -0.527, 0.478], [1.418, -0.066, -0.528], [-1.448, 0.099, 0.181], [0.117, 0.382, 0.508], [-0.352, 0.128, 0.523], [-0.225, 0.075, -0.802], [0.635, 0.383, 0.234], [0.289, -0.191, -0.720], [-0.115, -0.287, 0.101], [0.292, -0.020, 0.994], [-0.646, -0.353, -0.268], [0.952, 0.822, -1.349], [0.215, 0.085, -0.022], [-0.300, -0.118, -0.161], [0.162, 0.075, -0.258], [0.269, -0.534, 0.009], [-0.481, -0.107, 0.139], [-0.488, 0.323, 1.251], [1.160, 0.192, 0.537], [-1.162, -0.139, 1.090], [0.417, -0.261, -0.475], [0.277, -0.073, 0.007], [-0.241, -0.173, -0.682], [-0.108, 0.030, -0.241], [-0.045, -0.313, -0.048], [0.214, 0.549, 0.361], [-0.515, 0.210, -0.529]]
}

=====

(2)
{
  "formula": "C21H25LiNSSb2",
  "method": "wB97M-V/def2-TZVPD",
  "multiplicity": 1,
  "total_charge": -1,
  "relative_energy_kcal_mol": 5.2,
  "homo_lumo_gap_ev": 7.6,
  "symbols": ["Li", "C", "Sb", "C", "C", "C", "C", "C", "C", "C", "C", "C", "Sb", "C", "C", "H", "H", "H", "H", "H", "H", "H", "H", "H", "H", "H", "H", "H", "H", "H", "H", "H", "H", "H", "H", "C", "C", "C", "C", "C", "C", "C", "C", "H", "H", "H", "H", "H", "S", "C", "N"],
  "coordinates": [[0.420, 1.451, -0.803], [-0.239, 1.697, 3.952], [-0.408, 1.273, 1.844], [-2.539, 1.451, 1.863], [-0.203, -0.910, 2.183], [-1.497, -1.639, 2.348], [-2.131, -1.642, 3.593], [-3.383, -2.206, 3.779], [-4.033, -2.791, 2.701], [-3.402, -2.824, 1.466], [-2.135, -2.272, 1.266], [-1.497, -2.365, -0.091], [-1.568, -0.496, -1.228], [-1.321, -1.488, -3.115], [-3.703, -0.454, -1.307], [-0.149, 2.772, 4.108], [0.646, 1.208, 4.359], [-1.129, 1.333, 4.467], [-2.774, 2.376, 2.392], [-2.999, 0.607, 2.380], [-2.929, 1.544, 0.849], [0.398, -0.964, 3.092], [0.399, -1.287, 1.360], [-1.626, -1.169, 4.429], [-3.848, -2.184, 4.757], [-5.016, -3.228, 2.820], [-3.897, -3.301, 0.626], [-1.999, -3.120, -0.698], [-0.441, -2.630, -0.027], [-2.060, -2.285, -3.201], [-0.315, -1.902, -3.177], [-1.452, -0.774, -3.928], [-4.054, -1.370, -1.784], [-4.036, 0.418, -1.870], [-4.103, -0.389, -0.294], [2.282, 1.441, -1.501], [3.447, 1.390, -1.891], [4.803, 1.369, -2.358], [5.101, 1.344, -3.728], [6.413, 1.314, -4.178], [7.469, 1.309, -3.274], [7.192, 1.336, -1.912], [5.881, 1.365, -1.461], [4.279, 1.350, -4.432], [6.614, 1.295, -5.243], [8.493, 1.284, -3.626], [8.005, 1.334, -1.196], [5.665, 1.388, -0.400], [-3.502, 4.013, -1.599], [-2.058, 3.289, -1.281], [-1.059, 2.736, -1.030]],
  "atomic_forces_ev_per_a": [[0.016, 0.725, -0.302], [0.008, 0.054, -0.002], [0.006, -0.335, 0.409], [-0.050, 0.040, -0.089], [-0.173, 0.059, 0.066], [0.101, 0.078, -0.025], [0.029, 0.029, -0.025], [0.015, -0.003, -0.045], [0.055, 0.020, 0.006], [0.032, -0.018, -0.025], [0.043, -0.028, -0.116], [-0.114, 0.091, 0.044], [-0.026, -0.540, 0.060], [0.029, 0.039, 0.006], [-0.030, 0.169, 0.021], [-0.019, -0.008, 0.023], [-0.003, 0.024, -0.005], [0.031, -0.003, 0.011], [0.001, -0.037, -0.011], [0.010, 0.034, -0.016], [0.026, -0.009, 0.044], [-0.017, -0.030, -0.005], [-0.001, -0.025, -0.005], [-0.013, -0.010, -0.010], [-0.002, 0.002, -0.004], [-0.002, -0.003, 0.002], [0.007, 0.011, 0.018], [-0.014, -0.005, 0.023], [-0.013, -0.038, 0.017], [0.014, -0.006, -0.026], [-0.016, 0.003, -0.006], [-0.007, -0.012, 0.010], [-0.015, 0.018, 0.012], [0.016, -0.032, 0.032], [0.014, -0.016, -0.042], [0.422, -0.320, -0.061], [-0.133, 0.064, 0.030], [-0.047, -0.022, 0.021], [0.022, 0.002, -0.004], [-0.016, 0.005, 0.053], [-0.063, -0.001, 0.031], [-0.048, 0.003, -0.040], [0.020, 0.002, -0.018], [0.016, -0.003, 0.005], [-0.013, 0.000, 0.009], [-0.009, 0.003, 0.004], [-0.012, 0.000, 0.002], [0.011, -0.004, -0.014], [0.125, -0.068, 0.015], [-0.194, -0.027, 0.069], [-0.021, 0.129, -0.148]]
}

=====

(3)
{
  "formula": "Br2H2N2S",
  "method": "wB97M-V/def2-TZVPD",
  "multiplicity": 1,
  "total_charge": 0,
  "relative_energy_kcal_mol": 53.1,
  "homo_lumo_gap_ev": [7.9, 7.0],
  "symbols": ["N", "N", "S", "Br", "Br", "H", "H"],
  "coordinates": [[1.561, -0.382, -0.284], [-1.276, -0.610, 0.749], [-0.498, -1.774, 0.198], [1.136, 1.326, 0.201], [-2.726, 0.736, 0.039], [1.506, -0.293, -1.241], [-1.488, -0.291, 1.678]],
  "atomic_forces_ev_per_a": [[-0.105, -0.877, 2.942], [-2.624, 3.058, 1.407], [1.905, -0.590, -1.487], [-0.253, 0.087, 0.324], [0.687, -0.927, -0.425], [-0.288, -0.149, -3.093], [0.678, -0.601, 0.332]]
}

=====

(4)
{
  "formula": "C4H6O",
  "method": "wB97M-V/def2-TZVPD",
  "multiplicity": 1,
  "total_charge": 0,
  "relative_energy_kcal_mol": 57.6,
  "homo_lumo_gap_ev": 9.3,
  "symbols": ["C", "C", "C", "O", "C", "H", "H", "H", "H", "H", "H"],
  "coordinates": [[-0.617, 1.284, 0.139], [-0.107, -0.074, 0.576], [-0.238, -1.347, -0.238], [1.219, -1.268, -0.506], [1.201, -0.186, 0.317], [-0.398, 2.067, 0.870], [-0.116, 1.575, -0.805], [-1.678, 1.236, -0.072], [-0.885, -1.306, -1.119], [-0.372, -2.302, 0.275], [2.040, 0.477, 0.499]],
  "atomic_forces_ev_per_a": [[-0.562, 0.257, 0.130], [0.413, 0.449, -0.769], [-0.261, -0.207, -0.120], [0.430, -0.592, 0.382], [0.493, -0.086, 0.121], [-0.241, -0.090, -0.011], [-0.384, -0.044, 0.340], [-0.297, 0.315, 0.204], [0.457, 0.058, -0.158], [-0.305, 0.265, 0.143], [0.257, -0.324, -0.262]]
}

=====

(5)
{
  "formula": "C4H6HgLiO",
  "method": "wB97M-V/def2-TZVPD",
  "multiplicity": 3,
  "total_charge": 1,
  "relative_energy_kcal_mol": 33.8,
  "homo_lumo_gap_ev": [8.4, 5.1],
  "symbols": ["O", "C", "C", "Hg", "Li", "H", "H", "H", "C", "C", "H", "H", "H"],
  "coordinates": [[-0.381, 0.107, 2.040], [0.173, 1.273, 2.341], [0.170, 2.357, 1.531], [-1.336, -1.635, 3.176], [0.219, -0.333, -0.195], [0.674, 1.338, 3.319], [-0.218, 2.389, 0.508], [0.533, 3.314, 1.906], [-1.287, 0.183, -2.068], [-1.029, -1.077, -2.345], [-1.025, 1.162, -2.474], [-0.355, -1.362, -3.168], [-1.480, -1.905, -1.782]],
  "atomic_forces_ev_per_a": [[0.320, -1.461, -1.709], [-0.023, 1.259, 0.495], [-0.021, -0.173, 0.276], [0.157, 0.630, 0.072], [-0.362, 0.391, 0.719], [-0.314, 0.057, -0.306], [-0.264, -0.240, 0.422], [0.343, -0.449, -0.130], [0.436, -0.211, -0.135], [0.141, 0.130, 0.272], [-0.201, -0.283, 0.084], [-0.231, 0.111, 0.179], [0.021, 0.239, -0.239]]
}

=====

(6)
{
  "formula": "C5H10N2S",
  "method": "wB97M-V/def2-TZVPD",
  "multiplicity": 1,
  "total_charge": 0,
  "relative_energy_kcal_mol": 20.1,
  "homo_lumo_gap_ev": 9.2,
  "smiles": "[H]/N=C(N)\\C(C)=C/SC",
  "symbols": ["H", "N", "C", "N", "C", "C", "C", "S", "C", "H", "H", "H", "H", "H", "H", "H", "H", "H"],
  "coordinates": [[0.524, -1.656, -1.261], [1.284, -1.708, -0.622], [1.519, -0.615, -0.009], [2.611, -0.522, 0.786], [0.795, 0.662, -0.168], [1.505, 1.989, -0.288], [-0.521, 0.657, -0.155], [-1.724, -0.606, -0.063], [-3.220, 0.317, 0.400], [2.673, 0.199, 1.480], [3.172, -1.322, 0.947], [2.067, 2.024, -1.231], [2.250, 2.117, 0.503], [0.841, 2.861, -0.299], [-0.983, 1.638, -0.401], [-3.598, 0.911, -0.438], [-3.937, -0.479, 0.580], [-3.159, 0.941, 1.302]],
  "atomic_forces_ev_per_a": [[-0.717, 0.273, -0.568], [0.563, -0.282, 0.726], [0.430, -0.074, -0.686], [0.516, 0.706, 0.617], [-0.162, 0.092, 0.352], [0.716, -0.193, -0.479], [-1.967, 1.562, -0.850], [0.221, -0.198, 0.365], [-0.016, 0.146, -0.224], [-0.082, 0.040, -0.029], [0.229, -0.770, 0.019], [0.023, -0.028, 0.142], [-0.115, 0.105, -0.009], [-0.071, -0.413, 0.186], [0.116, -0.615, 0.503], [0.161, -0.018, 0.127], [-0.165, -0.014, 0.091], [0.319, -0.318, -0.283]]
}